Record 1
{
  "formula": "C19H31IKN3O2SSi",
  "method": "ωB97M-V/def2-TZVPD",
  "elements": ["K", "N", "C", "C", "C", "C", "C", "C", "C", "C", "N", "C", "H", "H", "H", "H", "H", "H", "H", "H", "C", "Si", "C", "C", "C", "H", "H", "H", "H", "H", "H", "H", "H", "H", "H", "H", "O", "S", "C", "C", "C", "C", "H", "H", "H", "H", "H", "H", "H", "H", "N", "C", "O", "C", "I", "H", "H", "H", "H"],
  "xyz": [[0.18013, 0.70862, 0.80076], [0.58707, -2.70242, 1.04000], [1.74978, -3.09802, 1.63496], [1.99608, -4.40852, 1.99574], [3.19454, -4.77554, 2.62815], [4.15995, -3.84826, 2.91074], [3.94121, -2.49324, 2.57831], [4.88808, -1.47877, 2.84380], [4.62290, -0.19320, 2.47226], [3.38820, 0.09026, 1.86005], [2.47461, -0.81171, 1.60269], [2.73627, -2.10455, 1.94386], [-0.00319, -3.39786, 0.61191], [0.62667, -1.84262, 0.52101], [1.24980, -5.16107, 1.77408], [3.35414, -5.81679, 2.87760], [5.09404, -4.13441, 3.37716], [5.81446, -1.74142, 3.34066], [5.33379, 0.60330, 2.64363], [3.15401, 1.10628, 1.55868], [-3.20705, -2.71234, -2.72525], [-3.41416, -2.12190, -0.93566], [-4.94751, -0.98333, -0.93191], [-3.92554, -3.59323, 0.15011], [-1.88349, -1.39221, -0.36105], [-4.12175, -3.18042, -3.10130], [-2.39865, -3.44108, -2.81113], [-2.97049, -1.87179, -3.38361], [-5.84550, -1.49487, -1.29838], [-4.78346, -0.10391, -1.56047], [-5.15705, -0.63203, 0.08224], [-4.87723, -4.02397, -0.18011], [-4.05012, -3.27372, 1.18856], [-3.17534, -4.38611, 0.13319], [-1.79371, -1.04908, 0.66660], [-1.17486, -0.95691, -1.06405], [-1.47428, 1.96778, -0.03965], [-1.01802, 3.20092, -0.75096], [-0.29338, 2.63776, -2.34270], [-1.07939, 3.29269, -3.46773], [-2.53125, 3.27046, -3.00505], [-2.51227, 3.84966, -1.59871], [-0.40726, 1.55165, -2.33525], [0.76343, 2.89855, -2.34249], [-0.94673, 2.76453, -4.41204], [-0.74907, 4.32566, -3.60796], [-2.88484, 2.23798, -2.96368], [-3.18130, 3.83647, -3.67216], [-3.37116, 3.55798, -0.99734], [-2.41693, 4.93778, -1.60753], [1.14566, 4.52171, 1.33732], [1.87133, 3.63364, 0.62903], [1.37430, 2.57486, 0.25603], [3.28536, 4.01176, 0.34937], [4.43782, 3.76975, 2.28308], [0.26181, 4.20716, 1.70373], [1.61518, 5.26411, 1.82902], [3.48524, 5.06341, 0.18807], [3.80912, 3.34059, -0.31624]],
  "nbo_charge": [0.94, -0.80, 0.28, -0.31, -0.16, -0.27, -0.07, -0.12, -0.28, 0.04, -0.47, 0.08, 0.42, 0.39, 0.22, 0.21, 0.21, 0.21, 0.22, 0.17, -1.10, 1.63, -1.12, -1.11, -1.54, 0.21, 0.22, 0.21, 0.21, 0.21, 0.22, 0.21, 0.22, 0.22, 0.17, 0.17, -1.02, 1.21, -0.60, -0.41, -0.41, -0.60, 0.26, 0.23, 0.23, 0.20, 0.23, 0.22, 0.26, 0.21, -0.79, 0.65, -0.69, -0.54, 0.07, 0.42, 0.40, 0.25, 0.26],
  "e_tot_ev": -71909.137,
  "homo_energy_ha": -0.1635,
  "total_charge": 0,
  "lumo_ev": -1.50,
  "multiplicity": 1
}



Record 2
{
  "formula": "C18H21AsCoN2O4",
  "method": "ωB97M-V/def2-TZVPD",
  "elements": ["Co", "C", "O", "C", "C", "C", "C", "C", "C", "N", "N", "C", "O", "C", "C", "C", "C", "C", "C", "C", "O", "H", "H", "H", "H", "H", "H", "H", "H", "H", "H", "H", "H", "C", "As", "C", "C", "O", "H", "H", "H", "H", "H", "H", "H", "H", "H"],
  "xyz": [[-0.08007, 0.25209, -0.56124], [-4.10288, -0.20452, -2.24605], [-4.75884, -0.49211, -0.99204], [-4.16886, -0.83067, 0.13880], [-5.01325, -1.25855, 1.15959], [-4.49024, -1.65184, 2.36823], [-3.10092, -1.62630, 2.61773], [-2.21234, -1.18434, 1.67724], [-0.78852, -1.21554, 2.00468], [0.10472, -0.66051, 1.27836], [1.40886, -0.81026, 1.67022], [2.19329, -0.53517, 0.63714], [1.76085, -0.24280, -0.54755], [3.65558, -0.59554, 0.83662], [4.49401, -0.50813, -0.27062], [5.86878, -0.55893, -0.10251], [6.40574, -0.69041, 1.17054], [5.57041, -0.77468, 2.27777], [4.19642, -0.73150, 2.11406], [-2.72215, -0.74694, 0.37568], [-1.98253, -0.27768, -0.53121], [-4.91776, -0.11752, -2.95640], [-3.44431, -1.02108, -2.52745], [-3.54677, 0.72509, -2.19002], [-6.07631, -1.29084, 0.96408], [-5.16098, -2.00043, 3.14249], [-2.72326, -1.96299, 3.57512], [-0.48140, -1.75420, 2.89907], [4.06031, -0.40248, -1.25470], [6.52144, -0.49660, -0.96311], [7.47955, -0.73024, 1.30121], [5.99317, -0.87692, 3.26843], [3.53375, -0.80625, 2.96489], [-0.19440, 2.65591, 2.68195], [-0.94262, 3.10012, 0.98902], [-2.83392, 2.88062, 1.09373], [-0.57290, 4.92478, 0.60788], [-0.27339, 2.16350, -0.22446], [-0.57633, 3.33483, 3.44328], [0.88753, 2.74679, 2.60561], [-0.45563, 1.62870, 2.92816], [-3.24403, 3.64248, 1.75551], [-3.07030, 1.89275, 1.48618], [-3.25117, 2.99689, 0.09528], [-1.05712, 5.57178, 1.33690], [-0.94014, 5.14304, -0.39268], [0.50533, 5.06660, 0.63829]],
  "lowdin_spin": [2.71, 0.01, 0.13, 0.17, -0.02, 0.15, 0.04, 0.06, -0.01, 0.08, 0.02, 0.02, 0.08, 0.00, 0.00, 0.00, 0.00, 0.00, 0.00, 0.16, 0.28, 0.00, 0.00, 0.00, 0.00, 0.01, 0.00, 0.00, 0.00, 0.00, 0.00, 0.00, 0.00, 0.00, 0.01, 0.00, 0.00, 0.07, 0.00, 0.00, 0.00, 0.00, 0.00, 0.00, 0.00, 0.00, 0.00],
  "e_tot_ev": -128635.802,
  "homo_energy_ha": [-0.3978, -0.3971],
  "total_charge": 1,
  "lumo_ev": [-3.05, -5.62],
  "multiplicity": 5
}



Record 3
{
  "formula": "C26H24FN2NaO5SSi",
  "method": "ωB97M-V/def2-TZVPD",
  "elements": ["Na", "O", "C", "O", "C", "C", "C", "C", "C", "N", "C", "O", "O", "H", "H", "H", "H", "C", "Si", "C", "C", "N", "C", "C", "C", "C", "C", "C", "F", "H", "H", "H", "H", "H", "H", "H", "H", "H", "H", "H", "H", "H", "C", "C", "O", "S", "C", "C", "C", "C", "C", "C", "C", "C", "H", "H", "H", "H", "H", "H", "H"],
  "xyz": [[-0.53552, -1.24853, 0.07047], [3.66587, 1.07878, 0.03140], [2.53411, 0.42286, -0.35438], [1.50048, 0.99901, -0.53710], [2.75992, -1.04197, -0.54622], [4.02232, -1.55641, -0.78592], [4.13450, -2.92843, -0.98273], [2.99833, -3.71090, -0.92313], [1.76637, -3.10592, -0.67118], [1.66144, -1.79278, -0.49053], [0.46818, -3.95853, -0.62410], [0.62370, -5.14338, -0.97691], [-0.55044, -3.34915, -0.23115], [3.39318, 1.99459, 0.15353], [4.87945, -0.89993, -0.82753], [5.10263, -3.37094, -1.18624], [3.01614, -4.78161, -1.07073], [-0.28183, -3.39440, -4.44342], [-0.34650, -1.50948, -4.20561], [1.42222, -0.93917, -3.84996], [-0.76619, -0.82447, -5.94528], [-1.35178, -0.94711, -2.98669], [-2.67092, -1.13086, -2.84533], [-3.54493, -1.80570, -3.75331], [-4.90711, -1.94249, -3.53841], [-5.51350, -1.42263, -2.39975], [-4.70569, -0.75250, -1.47888], [-3.35941, -0.62052, -1.71017], [-2.63049, 0.05313, -0.77613], [0.53882, -3.71167, -5.09871], [-1.21816, -3.77109, -4.87061], [-0.14781, -3.88250, -3.46982], [1.95176, -0.63522, -4.76176], [2.00160, -1.74345, -3.37995], [1.39689, -0.08963, -3.16131], [-0.08212, -1.18729, -6.72268], [-0.72847, 0.27161, -5.94237], [-1.78534, -1.11678, -6.22752], [-3.09644, -2.22793, -4.64770], [-5.51168, -2.46751, -4.27308], [-6.57709, -1.53620, -2.22707], [-5.11819, -0.33038, -0.56907], [0.79400, 6.67450, 5.94616], [-0.04153, 5.96611, 6.97758], [-1.15512, 6.27894, 7.27305], [0.78867, 4.51384, 7.73760], [0.49215, 3.42076, 6.35151], [-0.77418, 2.87589, 6.14095], [-0.98849, 2.01313, 5.08152], [0.05172, 1.64283, 4.20182], [1.31447, 2.22198, 4.43231], [1.53231, 3.09375, 5.48499], [-0.16685, 0.72714, 3.14324], [-0.36666, -0.09586, 2.24240], [0.26906, 7.54482, 5.55098], [1.01649, 5.97670, 5.13717], [1.73989, 6.97052, 6.39910], [-1.58387, 3.14693, 6.80805], [-1.97216, 1.59487, 4.91316], [2.12840, 1.96513, 3.76685], [2.51343, 3.52551, 5.64861]],
  "mulliken_charge": [0.97, -0.50, 0.17, -0.50, 0.31, -0.71, -0.32, -0.56, 0.31, 0.35, 0.29, -0.81, -0.80, 0.36, 0.44, 0.39, 0.50, -0.93, 0.04, -0.86, -1.16, -0.25, 0.28, 0.11, -0.94, -0.34, -0.68, 0.51, -0.34, 0.32, 0.34, 0.20, 0.42, 0.19, 0.07, 0.33, 0.30, 0.28, 0.11, 0.34, 0.32, 0.38, -0.96, 0.66, -0.53, -0.17, -0.24, -0.14, -0.66, 0.23, -0.57, -0.20, -0.82, -0.18, 0.33, 0.28, 0.29, 0.42, 0.42, 0.46, 0.44],
  "e_tot_ev": -66418.770,
  "homo_energy_ha": -0.0436,
  "total_charge": -2,
  "lumo_ev": 3.52,
  "multiplicity": 1
}